# 1
DFT (wB97M-V/def2-TZVPD) results for a cluster of 13 separate species, C19H64N14O13 in total in a non-equilibrium geometry.

The geometry in XYZ format:
```
110
Properties=species:S:1:pos:R:3:forces:R:3
O -4.66690 0.49648 2.26932 0.63 -0.25 0.22
H -4.50953 -0.46306 2.31585 -0.52 -0.10 -0.11
H -3.81997 0.79743 2.62508 -0.14 0.50 -0.01
O -0.62825 -2.31985 -4.62453 0.02 -0.12 0.26
H 0.16514 -1.91641 -4.23354 -0.07 0.09 -0.01
H -1.31873 -1.72266 -4.31753 -0.07 0.07 -0.19
C -4.10460 -3.17321 -3.76585 -0.18 1.12 -0.78
O -5.23996 -2.73334 -3.53832 0.72 -1.03 -0.19
N -3.66943 -3.39568 -5.07224 0.68 -1.07 -0.01
N -3.12532 -3.24988 -2.82671 -0.14 -0.60 -1.04
H -4.34606 -3.46524 -5.79593 -1.11 0.45 -0.02
H -2.99204 -4.12579 -5.29832 0.20 0.54 0.84
H -2.17389 -3.42992 -3.18121 -0.63 0.32 0.97
H -3.42408 -2.96483 -1.90412 0.57 0.05 -0.08
C -4.97952 -0.12062 -1.34567 -1.60 0.47 -2.13
O -4.27307 -1.01601 -0.89622 0.83 -0.68 0.83
N -5.37874 0.94909 -0.64050 -0.19 0.62 -0.02
N -5.44243 -0.18828 -2.64846 2.28 -0.29 2.37
H -4.92551 1.11988 0.22549 0.19 -0.08 1.03
H -6.01486 1.66762 -0.96614 0.37 -0.50 -0.19
H -5.39294 -1.10637 -3.02373 -0.16 -0.98 -0.66
H -6.14374 0.41041 -2.90835 -1.83 1.47 -0.82
C -0.24820 3.46458 1.91360 -1.79 -1.97 -1.97
O 0.12203 4.42263 2.50429 0.96 1.70 1.23
N -1.06107 2.45684 2.49207 1.18 0.87 1.08
N -0.10126 3.32266 0.51114 -0.13 -1.64 0.37
H -0.87728 2.24692 3.51127 -0.30 0.39 -1.90
H -1.14168 1.65135 1.91206 -0.06 -0.80 -0.06
H 0.39957 4.00628 -0.02748 0.08 0.34 0.41
H -0.06538 2.37809 0.08024 -0.18 1.00 0.77
C 5.45542 1.79570 -0.82366 -0.94 -1.51 -1.05
O 5.17225 0.99529 -1.72274 0.09 -0.12 -0.42
N 5.43269 1.41135 0.45520 0.86 1.81 0.76
N 5.74210 3.07003 -1.08179 0.59 1.96 0.53
H 5.09087 0.48127 0.58479 -0.37 -0.30 0.78
H 5.52268 2.15965 1.17067 -0.53 -1.52 -0.29
H 5.60302 3.52722 -1.96665 -0.05 -0.57 -0.06
H 5.80739 3.67542 -0.28281 0.07 0.28 -0.10
C 1.89640 0.06543 -2.71269 -1.05 0.26 -0.53
O 0.75917 -0.26634 -3.15494 1.77 -0.05 0.35
N 3.07123 0.00068 -3.41170 -1.22 0.06 -1.18
N 2.01815 0.55867 -1.43746 -0.03 -0.09 -0.23
H 3.02570 0.02087 -4.45985 0.15 -0.12 1.87
H 3.89420 0.29158 -2.89300 0.26 0.09 -0.35
H 2.66145 1.33806 -1.28680 -0.29 -0.81 0.24
H 1.25417 0.30679 -0.79490 0.40 0.59 -0.01
C 0.07049 -1.16867 4.24292 -1.10 0.64 -0.76
O -0.91904 -0.47485 3.89651 1.59 -1.23 1.09
N 0.89049 -1.78633 3.31591 -0.76 0.43 0.75
N 0.43489 -1.36076 5.56719 -0.52 0.25 -0.07
H 1.83505 -1.77494 3.63917 0.69 -0.29 -0.31
H 0.74155 -1.46574 2.36119 0.09 0.17 0.11
H 0.93908 -2.17733 5.89628 -0.10 0.25 -0.57
H -0.21398 -0.98686 6.24885 0.09 -0.02 -0.32
C -1.01774 -0.51110 0.30878 0.24 -0.09 -0.69
O 0.15677 -0.24077 0.64017 0.59 0.25 0.00
N -1.38244 -0.64855 -0.97017 -0.46 -0.20 -1.15
N -1.95989 -0.67926 1.21396 0.40 0.43 -0.08
H -2.31135 -0.95536 -1.27680 0.42 0.47 0.61
H -0.74799 -0.32514 -1.67811 0.42 -0.18 -0.34
H -2.87499 -0.92146 0.95316 -1.10 -0.33 -0.16
H -1.63479 -0.67146 2.14397 0.04 -0.10 1.54
C -2.57075 -3.88881 0.99690 0.37 0.27 1.64
C -3.71325 -3.58404 1.97472 -0.22 -1.10 0.09
C -3.34929 -3.76431 3.45264 -1.50 -1.09 -0.52
O -4.23208 -2.27552 1.75480 -0.82 0.22 -0.85
H -3.01720 -3.73640 0.03446 0.45 0.60 -0.83
H -2.32661 -4.95792 1.00516 0.18 0.22 0.32
H -1.68439 -3.24983 1.31099 -0.95 -0.82 -1.08
H -4.48143 -4.36340 1.78222 -0.08 0.62 -0.05
H -4.18335 -3.44804 4.09379 0.13 0.05 -0.25
H -2.48864 -3.21784 3.74291 1.05 0.36 0.24
H -3.26459 -4.86932 3.61010 0.41 0.94 0.05
H -4.62450 -2.14649 0.84175 0.74 -0.43 1.15
C 5.33201 -2.62115 0.79222 -1.12 0.55 -0.92
C 4.12822 -1.99582 -0.02721 0.67 -2.57 3.45
C 2.99008 -2.94400 -0.40676 1.41 -0.65 -0.18
O 3.68391 -1.06501 0.94002 -0.76 0.70 0.72
H 4.94827 -3.07967 1.70314 0.06 -0.06 -0.05
H 5.94955 -1.75585 1.04743 0.17 -0.30 0.12
H 5.90563 -3.32197 0.20699 0.23 -0.30 -0.15
H 4.58731 -1.45381 -0.75839 0.69 1.21 -2.85
H 2.12197 -2.32904 -0.47650 -0.90 0.34 -1.32
H 2.70513 -3.54844 0.43601 0.37 -0.49 0.74
H 3.24361 -3.68150 -1.22889 -0.60 1.33 0.57
H 2.78663 -0.79633 0.73299 -0.29 0.32 -0.21
C -1.67848 2.29614 -3.22198 0.29 0.46 -0.04
C -0.37514 3.06149 -3.52676 -1.35 0.95 0.86
C 0.00141 2.94910 -4.97673 0.88 0.06 -1.81
O -0.61974 4.51834 -3.31126 0.08 -1.25 0.16
H -2.08575 2.54015 -2.23719 0.52 -0.54 0.28
H -1.55094 1.22887 -3.44139 -0.11 0.20 0.40
H -2.46666 2.67822 -3.86118 -0.08 0.01 -0.64
H 0.39189 2.81916 -2.75532 -0.24 0.02 -0.95
H -0.85379 3.02316 -5.67735 -0.12 -0.06 0.73
H 0.57058 2.09159 -5.40344 -0.25 0.27 1.02
H 0.56465 3.85906 -5.20306 0.32 -0.23 -0.05
H -1.40550 4.73001 -3.83259 0.12 0.02 0.10
C 2.39380 2.02970 3.30689 -0.05 0.64 0.76
C 3.02237 3.41822 3.15270 0.87 -0.08 0.72
C 2.97352 4.29504 4.40555 -0.37 -1.31 0.60
O 4.41616 3.23203 2.77338 1.07 0.38 0.77
H 2.84287 1.35521 2.56860 -0.32 0.02 0.22
H 1.30462 2.09763 3.21579 0.34 -0.23 -0.23
H 2.57825 1.68474 4.34744 0.15 -0.13 -0.65
H 2.58069 3.99678 2.35756 -0.28 -0.08 -0.43
H 3.39923 3.75883 5.28642 0.00 0.15 -0.60
H 1.92263 4.46644 4.69292 0.44 0.48 -0.35
H 3.57167 5.18372 4.23469 -0.35 0.40 0.07
H 5.02007 3.49876 3.51461 -1.10 -0.38 -0.94
```
Forces are in eV/Å.

Values from the calculation:
Orbital gap = 10.14 eV
Multiplicity = 1
E_LUMO = 0.51 eV
ΔE to the lowest compared entry with this formula, charge and spin = 0.00 kJ/mol
E = -68228.32884 eV

=====

# 2
DFT (wB97M-V/def2-TZVPD) results for a structure of composition C51H44N5O2P2Se2Te2Y in a non-equilibrium geometry.

The geometry in XYZ format:
```
109
Properties=species:S:1:pos:R:3:forces:R:3
Y -0.64105 -0.50561 -0.50127 -0.87 -0.89 -0.08
C -0.51897 -1.85557 4.08165 0.01 -0.01 -0.01
C -0.81569 -3.20474 4.10453 0.00 0.01 0.01
C -0.87266 -3.88676 2.90509 0.01 0.01 -0.02
C -0.63303 -3.20502 1.71844 0.02 0.00 0.02
N -0.36778 -1.89522 1.69023 0.04 0.04 -0.04
C -0.31662 -1.25412 2.85536 0.02 -0.01 0.04
C -0.62676 -3.91641 0.41842 -0.02 -0.04 0.00
C -0.36264 -5.28106 0.36347 -0.01 0.01 -0.02
C -0.33853 -5.90061 -0.86927 -0.01 0.00 0.00
C -0.55154 -5.14082 -2.00290 0.01 0.01 0.00
C -0.76470 -3.77435 -1.87144 -0.01 -0.02 0.00
N -0.82454 -3.18144 -0.67549 0.08 0.14 0.05
C -0.94309 -2.90045 -3.05939 -0.04 -0.01 -0.01
C -0.76381 -3.37509 -4.35131 -0.01 0.01 0.02
C -1.01639 -2.53069 -5.41988 0.00 0.00 -0.01
C -1.45608 -1.24800 -5.16533 -0.01 0.00 0.01
C -1.57797 -0.84040 -3.84575 -0.02 -0.02 -0.02
N -1.30794 -1.63847 -2.81283 0.17 0.16 0.15
H -0.45447 -1.27039 4.98873 0.00 0.00 0.00
H -1.00957 -3.71746 5.03706 0.00 0.00 0.00
H -1.13206 -4.93463 2.88520 0.00 0.00 0.01
H -0.08015 -0.20628 2.79160 0.01 0.01 -0.01
H -0.15724 -5.83783 1.26500 0.00 -0.01 0.00
H -0.14246 -6.96152 -0.94878 0.00 0.00 0.00
H -0.53801 -5.60712 -2.97510 0.00 0.00 0.00
H -0.42125 -4.38193 -4.53217 0.00 0.00 0.00
H -0.87242 -2.87884 -6.43432 0.00 0.00 0.00
H -1.67877 -0.55384 -5.96278 0.00 0.00 0.00
H -1.88982 0.16217 -3.59664 0.01 0.01 -0.01
C 0.00432 2.18596 3.46483 -0.01 0.06 -0.03
N 1.43850 2.43190 3.56594 0.01 0.05 0.11
C 2.28702 1.25133 3.61626 0.00 0.00 -0.05
P 2.52350 0.43088 1.95641 -0.01 -0.08 0.00
C 3.84094 1.46151 1.21784 -0.01 0.10 0.05
C 4.14184 2.75088 1.65216 0.00 -0.03 -0.02
C 5.10964 3.50391 0.99835 0.01 0.02 0.01
C 5.78563 2.97854 -0.09210 0.00 0.00 0.00
C 5.49066 1.69374 -0.53026 0.01 0.00 0.01
C 4.52240 0.94325 0.11520 -0.02 -0.03 -0.03
C 3.53525 -0.97804 2.56579 0.01 0.01 0.02
C 4.74245 -0.77415 3.23550 0.00 -0.01 -0.01
C 5.46778 -1.84649 3.72852 -0.01 0.01 0.01
C 4.99924 -3.14286 3.55183 0.00 0.00 0.00
C 3.81051 -3.35876 2.87348 0.01 -0.01 0.00
C 3.08497 -2.28108 2.38167 -0.04 -0.01 -0.02
C 1.77537 3.47267 4.48623 0.00 -0.03 -0.05
C 1.45397 4.78757 4.15140 0.00 0.00 -0.01
C 1.76182 5.82562 5.01413 0.00 0.00 0.00
C 2.40794 5.57381 6.21767 0.00 0.01 0.01
C 2.73544 4.26986 6.55103 0.01 0.01 0.00
C 2.41753 3.22187 5.69654 0.00 -0.01 -0.02
P -0.61268 2.01150 1.69272 -0.05 0.02 0.00
C -0.16978 3.69956 1.16630 0.03 -0.02 0.02
C 1.08654 3.86518 0.59426 0.02 0.00 0.01
C 1.56008 5.12991 0.28102 0.00 0.01 0.00
C 0.77115 6.24405 0.53051 0.00 0.00 0.00
C -0.48393 6.08781 1.10420 0.00 0.00 -0.01
C -0.95038 4.82177 1.43008 -0.01 -0.01 -0.02
C -2.41703 2.12172 1.94524 0.00 -0.03 -0.07
C -3.20125 2.60169 0.89220 0.00 0.02 0.01
C -4.58125 2.62097 0.99781 -0.02 -0.03 -0.01
C -5.20207 2.13792 2.14425 -0.03 -0.02 -0.02
C -4.43375 1.63076 3.17977 0.00 -0.01 0.00
C -3.04828 1.62236 3.08103 0.01 0.00 0.02
H -0.52450 3.04762 3.87401 -0.01 -0.01 0.00
H -0.28778 1.31944 4.07430 0.02 -0.02 0.01
H 1.90563 0.47885 4.30456 -0.01 0.00 0.00
H 3.26928 1.55029 3.98160 -0.01 -0.03 0.02
H 3.61143 3.18746 2.48871 -0.01 0.03 -0.01
H 5.33256 4.50458 1.34795 0.00 0.00 0.00
H 6.53745 3.56763 -0.60174 0.00 0.00 0.00
H 6.00612 1.27717 -1.38623 0.00 0.00 0.00
H 4.28020 -0.05001 -0.24661 -0.02 -0.01 0.00
H 5.12909 0.23209 3.35334 0.00 0.00 0.00
H 6.40389 -1.67270 4.24384 0.00 0.00 0.00
H 5.56888 -3.98131 3.93181 0.00 0.00 0.00
H 3.45017 -4.36729 2.71338 0.00 0.00 0.00
H 2.17211 -2.45560 1.82724 -0.03 0.01 0.00
H 0.97752 4.98754 3.20057 0.00 0.00 -0.01
H 1.51013 6.84081 4.73420 0.00 0.00 0.00
H 2.65714 6.38744 6.88586 0.00 0.00 0.00
H 3.23651 4.05884 7.48729 0.00 0.00 0.00
H 2.66868 2.20867 5.98109 0.00 0.00 0.01
H 1.70065 2.99828 0.38816 0.01 0.01 0.00
H 2.54248 5.23727 -0.16212 0.01 0.00 0.00
H 1.13184 7.23324 0.27875 0.00 0.00 0.00
H -1.10150 6.95420 1.30424 0.00 0.00 0.00
H -1.92405 4.71548 1.89132 -0.01 0.00 0.00
H -2.72458 2.96152 -0.01315 0.00 0.00 0.00
H -5.17346 3.01037 0.17909 0.00 0.00 0.00
H -6.28186 2.15302 2.22566 0.00 0.00 0.00
H -4.90831 1.23585 4.06888 0.00 0.00 0.00
H -2.47223 1.20906 3.89897 0.01 0.00 0.01
Se 1.86085 -1.56633 -1.19936 0.44 -0.15 0.05
Te 2.32088 -0.35306 -3.34629 0.00 0.07 -0.01
Te 1.84562 2.14598 -2.45673 0.01 -0.03 -0.01
Se -0.59669 1.83488 -1.93569 0.13 0.62 -0.31
O -3.08758 0.17056 -1.53540 0.14 0.06 0.10
C -3.60641 -0.42259 -0.58739 0.01 0.02 0.06
C -5.08368 -0.70520 -0.41846 0.01 0.03 0.01
C -5.12975 -1.45754 0.90488 0.01 -0.02 0.00
C -3.67315 -1.48650 1.37275 -0.03 -0.02 0.00
O -3.31108 -1.97295 2.42478 0.00 0.00 0.00
N -2.85789 -0.89862 0.43148 0.04 -0.01 0.13
H -5.44299 -1.27418 -1.27590 0.01 -0.01 0.00
H -5.62021 0.24269 -0.40400 -0.01 0.02 0.00
H -5.47550 -2.48710 0.80750 -0.01 0.01 0.01
H -5.73738 -0.97730 1.67022 0.00 0.02 0.00
```
Forces are in eV/Å.

Values from the calculation:
Orbital gap = 6.04 eV
Multiplicity = 1
E_LUMO = -0.38 eV
ΔE to the lowest compared entry with this formula, charge and spin = 10.80 kJ/mol
E = -230054.60336 eV

=====

# 3
DFT (wB97M-V/def2-TZVPD) results for a cluster of 9 separate species, H20NO8 in total in a non-equilibrium geometry.

The geometry in XYZ format:
```
29
Properties=species:S:1:pos:R:3:forces:R:3
N 0.04159 -0.08169 -0.13610 6.13 5.71 3.56
H 0.41859 -0.81669 0.38790 1.17 -1.33 1.19
H -0.39241 0.59231 0.46590 -0.54 0.35 1.08
H -0.59041 -0.42569 -0.65210 -5.87 -3.09 -5.89
H 0.75459 0.56131 -0.60310 -0.87 -1.48 0.07
O 1.09359 2.66231 0.52890 1.07 2.52 -3.27
H 2.03959 2.68031 0.11490 -2.53 0.14 1.34
H 0.63559 3.44731 -0.03410 1.39 -2.77 1.90
O -0.20641 -3.03369 1.99690 -2.14 -0.97 -3.83
H -0.50941 -2.92469 2.86290 -0.56 0.34 2.39
H -1.08241 -3.32869 1.51690 2.72 0.68 1.31
O -2.12141 -0.25369 2.32190 -1.46 3.77 -0.46
H -1.25441 -0.16369 2.66390 1.28 -1.34 0.37
H -2.51941 -1.02969 2.05290 -0.26 -2.66 -0.24
O 0.41859 -0.02469 2.94990 3.10 -3.83 -3.30
H 0.45759 0.48231 3.67190 -0.59 3.86 4.54
H 1.33959 -0.43069 3.10190 -1.99 0.20 -1.02
O -0.66141 2.27331 -2.24410 -2.28 2.64 4.15
H -0.05641 2.03331 -2.83410 4.12 -1.31 -4.04
H -1.31141 1.61031 -2.28110 -1.58 -1.38 -0.12
O 0.84259 -2.39469 -1.79810 -2.26 -3.00 0.15
H 1.57559 -2.98269 -1.48210 -0.96 0.65 -0.46
H 0.02459 -3.07669 -1.93510 3.14 2.38 0.40
O -2.77141 0.40731 -2.02810 -1.16 1.99 1.30
H -3.14741 -0.19669 -1.40310 -0.05 -1.78 0.26
H -3.28441 1.15931 -1.60010 1.01 -0.27 -1.41
O 3.14159 1.03831 -2.01610 -3.15 2.46 2.34
H 3.85059 0.55731 -2.36310 2.20 -0.59 -0.05
H 3.27459 1.65931 -1.22610 0.91 -1.90 -2.26
```
Forces are in eV/Å.

Values from the calculation:
Orbital gap = 11.46 eV
Charge = +1
Multiplicity = 1
E_LUMO = -3.17 eV
ΔE to the lowest compared entry with this formula, charge and spin = 364.43 kJ/mol
E = -18186.48118 eV